192
Properties=species:S:1:pos:R:3:forces:R:3:lowdin_charge:R:1 method="wB97M-V/def2-TZVPD" charge=+6 e_lumo_ev=-11.05 gap_ev=9.287 de_lowest_kcal_mol=26.3 mol_weight_g_mol=1027.36 homo_energy_ev=-20.3
C -0.968 1.637 -9.072 -0.569 -0.464 0.556 -0.067
C -0.502 2.291 -7.765 -0.325 0.927 -0.664 -0.230
C -0.396 1.292 -6.637 -0.256 0.687 0.476 -0.120
N 0.113 1.888 -5.327 1.588 -0.418 0.956 -0.237
C -0.809 2.945 -4.777 0.067 -0.650 -0.690 0.052
C 0.324 0.755 -4.313 0.013 -0.075 0.778 -0.101
C 1.340 1.236 -3.286 0.128 -0.117 0.113 -0.157
C 2.202 2.257 -4.021 -0.783 0.513 0.832 -0.133
C 1.535 2.407 -5.385 1.313 1.092 -1.012 -0.099
H -0.371 0.761 -9.324 0.067 0.118 -0.250 0.083
H -1.050 2.327 -9.907 0.478 0.108 0.051 0.096
H -2.001 1.313 -8.914 0.067 -0.267 -0.061 0.086
H -1.249 3.067 -7.575 -0.008 -0.101 0.403 0.115
H 0.419 2.861 -7.916 0.243 -0.365 0.060 0.122
H 0.259 0.464 -6.904 0.086 0.017 0.139 0.127
H -1.369 0.914 -6.317 -0.094 -0.241 -0.475 0.140
H -0.909 3.763 -5.484 0.143 -0.079 -0.091 0.114
H -0.405 3.333 -3.847 -0.149 -0.216 0.151 0.108
H -1.765 2.433 -4.698 -0.153 0.334 0.445 0.106
H -0.567 0.508 -3.736 -0.430 -0.120 -0.708 0.118
H 0.730 -0.104 -4.842 -0.319 0.043 -0.294 0.110
H 0.798 1.618 -2.421 0.230 0.201 0.030 0.097
H 2.001 0.452 -2.919 -0.473 -0.382 -0.008 0.117
H 2.152 3.197 -3.467 0.107 0.101 -0.223 0.115
H 3.248 1.967 -3.999 -0.003 0.002 -0.641 0.125
H 1.602 3.454 -5.681 -0.670 0.002 -0.131 0.143
H 2.095 1.914 -6.181 -0.316 -0.512 0.090 0.147
C 0.405 -2.642 -6.104 -0.182 -0.401 0.436 -0.067
C -0.253 -2.937 -4.747 0.545 -1.263 0.708 -0.225
C -1.410 -3.949 -4.741 0.347 0.676 0.784 -0.073
N -2.016 -4.091 -3.330 0.060 -0.661 -1.013 -0.258
C -2.865 -2.894 -3.063 0.671 -0.068 0.378 0.016
C -0.975 -4.322 -2.241 -0.409 1.050 0.066 -0.094
C -1.689 -5.074 -1.120 -0.037 0.852 -0.400 -0.127
C -2.921 -5.698 -1.796 -0.905 0.064 0.457 -0.121
C -2.862 -5.343 -3.284 0.517 -0.983 0.594 -0.079
H 0.708 -3.552 -6.626 -0.422 -0.179 0.047 0.093
H 1.373 -2.172 -5.920 -0.244 0.562 -0.131 0.067
H -0.251 -2.083 -6.768 0.231 0.212 -0.067 0.078
H -0.483 -2.080 -4.112 -0.084 0.366 -0.509 0.086
H 0.491 -3.475 -4.149 0.304 0.348 -0.018 0.074
H -0.996 -4.934 -4.939 -0.339 -0.040 -0.546 0.141
H -2.232 -3.640 -5.383 -0.018 -0.442 -0.210 0.145
H -3.295 -2.964 -2.066 -0.190 -0.146 -0.099 0.106
H -3.614 -2.842 -3.848 -0.124 0.065 0.128 0.119
H -2.202 -2.031 -3.067 -0.166 0.119 -0.055 0.085
H -0.645 -3.324 -1.952 0.292 -0.123 0.099 0.111
H -0.124 -4.881 -2.622 -0.209 -0.041 -0.378 0.133
H -2.058 -4.367 -0.378 0.263 0.022 0.107 0.091
H -0.937 -5.683 -0.625 -0.451 -0.552 -0.019 0.115
H -3.816 -5.221 -1.389 0.038 -0.044 0.159 0.113
H -3.074 -6.754 -1.585 0.222 -0.096 -0.365 0.134
H -3.826 -5.223 -3.770 0.020 0.276 0.030 0.151
H -2.334 -6.152 -3.790 0.161 0.289 -0.287 0.144
C 1.355 7.800 0.117 -0.620 0.240 -0.114 -0.005
N 2.131 7.790 1.405 -0.786 0.385 -2.727 -0.353
C 1.143 7.805 2.532 2.110 -0.284 0.984 0.023
C 2.987 6.558 1.405 0.111 -0.037 0.974 0.012
C 3.012 9.046 1.384 -0.162 0.448 1.197 -0.078
C 4.172 9.142 0.416 0.708 -1.236 -0.322 -0.194
O 5.189 8.197 0.742 -0.170 -0.246 0.301 -0.068
H 0.698 6.933 0.049 0.194 -0.141 0.199 0.104
H 2.005 7.824 -0.752 0.157 0.006 0.150 0.101
H 0.717 8.682 0.107 0.086 0.056 0.007 0.120
H 0.507 6.929 2.461 -0.103 0.102 -0.076 0.095
H 0.620 8.742 2.697 -0.026 0.075 -0.586 0.127
H 1.863 7.684 3.347 -0.764 -0.092 0.650 0.117
H 2.518 5.720 1.919 -0.517 0.196 -0.166 0.102
H 3.880 6.795 1.977 0.194 -0.098 -0.288 0.107
H 3.206 6.290 0.380 0.292 0.071 0.060 0.106
H 3.339 9.118 2.424 0.396 0.114 -0.121 0.150
H 2.374 9.914 1.212 -0.278 -0.206 -0.034 0.150
H 4.624 10.132 0.486 -0.541 0.246 -0.077 0.149
H 3.885 8.904 -0.612 -0.388 0.653 -0.023 0.125
H 5.671 7.978 -0.061 0.239 0.149 0.087 0.107
C 5.248 -3.156 -2.619 0.139 -0.247 0.309 0.020
N 4.368 -4.343 -2.864 -0.119 0.355 -0.544 -0.355
C 3.501 -4.052 -4.075 0.224 0.501 0.833 0.021
C 5.222 -5.560 -3.194 -0.482 0.326 1.542 0.050
C 3.561 -4.682 -1.628 0.580 -0.006 0.191 -0.090
C 2.827 -3.546 -0.936 -1.219 0.501 0.578 -0.245
O 1.963 -2.831 -1.780 0.329 0.278 -1.148 -0.096
H 4.645 -2.260 -2.492 -0.077 0.002 -0.453 0.104
H 5.959 -3.121 -3.440 -0.052 0.384 -0.020 0.125
H 5.793 -3.275 -1.683 0.088 -0.357 -0.099 0.116
H 3.059 -3.074 -3.910 -0.202 -0.110 -0.026 0.082
H 2.728 -4.812 -4.132 0.131 -0.120 -0.259 0.112
H 4.160 -4.005 -4.937 -0.139 -0.259 -0.121 0.117
H 4.572 -6.402 -2.970 0.202 -0.314 -0.610 0.113
H 5.993 -5.557 -2.425 0.330 -0.187 -0.339 0.118
H 5.610 -5.527 -4.204 -0.029 0.034 0.000 0.123
H 4.311 -5.004 -0.901 -0.025 -0.232 -0.047 0.142
H 2.992 -5.567 -1.903 -0.456 0.256 0.100 0.137
H 3.522 -2.904 -0.379 0.223 0.168 -0.483 0.107
H 2.156 -3.902 -0.139 0.553 -0.841 0.079 0.119
H 1.505 -2.112 -1.293 0.105 -0.156 0.588 0.056
C -5.497 1.970 -0.741 0.538 -0.173 -0.582 0.061
N -4.577 0.824 -1.163 0.388 0.882 0.607 -0.336
C -4.152 0.064 0.082 -1.109 0.278 -1.006 0.035
C -5.321 -0.095 -2.068 -0.967 0.948 -0.031 0.013
C -3.373 1.353 -1.906 0.747 -1.187 -0.503 -0.117
C -2.515 2.394 -1.237 0.419 -0.252 0.713 -0.239
O -3.164 3.635 -1.301 0.005 0.026 -0.061 -0.024
H -6.505 1.591 -0.604 0.043 -0.060 0.125 0.124
H -5.440 2.676 -1.565 -0.356 0.172 0.136 0.111
H -5.095 2.415 0.165 -0.089 -0.030 0.041 0.103
H -3.502 0.643 0.724 0.111 0.050 -0.198 0.064
H -3.727 -0.855 -0.313 0.186 -0.145 0.536 0.099
H -5.109 -0.047 0.589 0.285 -0.563 0.416 0.113
H -5.897 0.546 -2.738 0.300 -0.110 -0.359 0.123
H -6.099 -0.603 -1.499 0.351 -0.359 0.151 0.124
H -4.658 -0.749 -2.624 0.051 -0.089 0.184 0.084
H -3.640 1.640 -2.924 -0.535 0.318 0.219 0.140
H -2.758 0.454 -2.033 0.225 0.098 0.137 0.105
H -1.503 2.409 -1.669 -0.291 -0.030 -0.742 0.108
H -2.230 2.034 -0.240 -0.656 0.364 0.322 0.100
H -2.746 4.296 -0.742 0.025 -0.061 0.087 0.109
C -0.784 2.326 4.189 0.627 0.355 -0.483 0.002
N -0.779 2.678 5.640 -0.686 -1.213 0.821 -0.324
C -1.186 1.387 6.314 -0.706 -0.610 -0.302 -0.004
C 0.527 3.047 6.277 0.362 0.201 -1.645 0.026
C -1.907 3.668 5.987 0.580 0.668 -0.473 -0.051
C -1.575 5.169 5.927 0.937 0.532 0.850 -0.202
O -0.989 5.818 4.807 0.230 -0.858 -0.887 -0.066
H -0.222 1.424 3.950 0.280 0.016 0.658 0.079
H -0.344 3.120 3.589 -0.299 0.285 0.146 0.110
H -1.799 2.083 3.901 -0.212 0.360 -0.039 0.077
H -2.159 1.118 5.899 0.016 -0.084 0.047 0.103
H -1.287 1.433 7.396 0.179 0.571 -0.020 0.123
H -0.460 0.610 6.081 0.090 0.138 -0.123 0.101
H 0.381 3.143 7.347 0.121 0.202 -0.004 0.126
H 0.936 3.918 5.768 -0.322 0.433 0.468 0.108
H 1.255 2.277 6.020 -0.240 -0.357 0.379 0.101
H -2.063 3.414 7.034 -0.541 0.473 0.036 0.142
H -2.792 3.455 5.389 0.124 -0.563 0.010 0.133
H -0.785 5.362 6.655 -0.335 -0.063 0.428 0.122
H -2.464 5.704 6.263 -0.105 -0.143 0.037 0.146
H -1.593 6.067 4.100 -0.502 -0.186 0.343 0.092
C 4.230 -3.733 4.089 -1.371 1.367 -0.107 0.080
N 3.516 -2.406 3.746 0.786 0.307 -0.780 -0.341
C 4.319 -1.812 2.643 0.475 0.040 -0.782 -0.004
C 2.127 -2.698 3.292 -0.347 0.410 0.144 -0.025
C 3.467 -1.416 4.887 0.381 -0.407 0.735 -0.107
C 4.796 -1.063 5.526 -1.108 1.096 1.446 -0.238
O 5.145 -2.057 6.475 0.826 -0.050 -1.287 -0.026
H 4.205 -4.281 3.152 0.125 -0.315 0.173 0.107
H 3.570 -4.151 4.843 0.624 -0.531 0.247 0.120
H 5.233 -3.474 4.402 -0.024 -0.340 0.299 0.112
H 5.371 -1.715 2.905 -0.160 0.120 0.514 0.111
H 3.943 -0.843 2.325 -0.253 -0.083 0.072 0.120
H 4.354 -2.504 1.803 -0.478 0.028 -0.026 0.090
H 1.553 -1.790 3.099 0.375 0.257 0.085 0.098
H 1.633 -3.232 4.099 0.102 -0.249 -0.098 0.101
H 2.095 -3.219 2.338 0.371 -0.327 0.177 0.093
H 2.864 -1.858 5.683 -0.046 -0.155 -0.101 0.148
H 2.976 -0.491 4.589 -0.043 -0.215 -0.596 0.133
H 4.536 -0.190 6.145 -0.098 0.199 -0.293 0.135
H 5.549 -0.640 4.858 0.311 -0.778 -0.144 0.133
H 6.097 -1.959 6.604 -0.018 -0.329 0.491 0.122
C -4.338 -2.742 3.783 -1.050 -0.247 0.638 0.021
N -3.172 -3.696 3.751 0.322 0.902 -0.560 -0.335
C -2.459 -3.681 5.079 -0.315 0.215 -0.598 0.041
C -3.715 -5.067 3.384 0.495 0.783 0.692 0.053
C -2.259 -3.165 2.657 0.850 -1.200 -0.321 -0.091
C -0.870 -3.785 2.591 0.736 -0.633 -0.733 -0.231
O -0.957 -5.144 2.178 -0.804 -0.261 0.355 -0.057
H -4.911 -2.920 4.694 0.213 -0.027 0.120 0.123
H -5.048 -2.994 2.996 0.349 0.077 -0.329 0.117
H -4.075 -1.688 3.741 0.395 -0.137 -0.072 0.087
H -1.731 -4.485 5.137 -0.159 -0.145 -0.040 0.113
H -3.219 -3.759 5.850 0.179 -0.058 0.163 0.120
H -1.944 -2.723 5.110 -0.101 0.049 0.365 0.109
H -4.137 -4.944 2.393 -0.170 -0.368 0.034 0.107
H -4.460 -5.284 4.145 -0.136 -0.253 -0.204 0.126
H -2.894 -5.775 3.408 -0.091 -0.096 -0.110 0.104
H -2.097 -2.089 2.721 -0.614 0.079 0.271 0.130
H -2.744 -3.462 1.728 -0.156 0.477 -0.083 0.124
H -0.296 -3.685 3.514 -0.310 -0.039 0.212 0.089
H -0.277 -3.290 1.812 -0.364 0.694 0.142 0.110
H -0.119 -5.533 1.917 0.177 0.226 0.210 0.099
B -4.208 1.243 3.309 -1.757 -0.845 0.236 -1.268
F -4.073 2.304 2.395 0.889 0.013 0.400 0.109
F -4.243 1.578 4.663 0.669 0.682 -0.262 0.132
F -5.410 0.597 2.990 0.092 -0.247 -0.226 0.114
F -3.167 0.264 3.160 0.718 0.172 -0.395 0.041
C -0.371 0.585 1.160 -0.165 -0.870 0.046 -0.011
C 0.000 -0.500 0.139 1.176 -0.400 -0.433 -0.713
O -0.606 -0.598 -0.956 -0.548 0.361 0.232 -0.065
O 1.010 -1.213 0.431 -0.153 -0.146 0.126 -0.091
H 0.015 0.326 2.145 0.196 -0.155 -0.090 0.045
H -1.454 0.607 1.271 0.022 0.591 -0.134 0.046
H 0.108 1.521 0.872 -0.398 0.152 -0.133 0.087